# 1
# C11H14S

A cluster of 2 separate species, C11H14S in total in a non-equilibrium geometry (wB97M-V/def2-TZVPD, the OMol25 dataset).

XYZ file:
```
26
Properties=species:S:1:pos:R:3:mulliken_charge:R:1
C -3.85120 0.49896 0.03541 -0.492
C -3.17802 -0.71213 0.00152 -0.501
C -3.16057 1.69716 -0.03796 -0.487
C -1.79305 -0.73464 -0.11242 -0.471
C -1.77427 1.69121 -0.14068 -0.333
C -1.15729 0.47294 -0.16587 0.421
C 1.18980 -1.45444 -2.05149 -0.947
C 1.04853 -0.16048 -1.77178 -0.295
C 1.13669 0.36357 2.06535 -1.140
C 1.57199 -0.27503 0.75047 -0.783
C 1.09002 0.46136 -0.46728 0.830
S 1.45656 2.20948 -0.51946 -0.173
H -4.93014 0.50799 0.11045 0.373
H -3.72796 -1.64131 0.05639 0.361
H -3.69374 2.63728 -0.02184 0.367
H -1.25028 -1.66654 -0.16496 0.312
H -1.21326 2.61236 -0.20090 0.288
H 1.11327 -1.80589 -3.06713 0.259
H 1.40008 -2.20134 -1.30877 0.261
H 0.84506 0.52657 -2.58334 0.302
H 1.50021 -0.22337 2.90556 0.391
H 1.52188 1.37635 2.16502 0.314
H 0.05084 0.40957 2.11122 0.293
H 2.66650 -0.33762 0.71862 0.445
H 1.18374 -1.29285 0.70932 0.293
H 2.51607 2.15796 0.30041 0.111
```

Summary:
* highest occupied orbital energy: -8.1 eV
* Kohn-Sham gap: 8.7 eV
* energy above the lowest of the compared OMol25 structures with the same formula, charge and spin: 26.9 kcal per mole
* spin multiplicity: 1
* total charge: 0
* energy: -825.62844 Eh


# 2
# C32H41BCl2N8O4Tc

A structure of composition C32H41BCl2N8O4Tc (wB97M-V/def2-TZVPD, the OMol25 dataset).

XYZ file:
```
89
Properties=species:S:1:pos:R:3:mulliken_charge:R:1
Tc -0.32130 0.48294 0.41120 -0.007
C -2.50659 -3.88733 -0.37672 -1.598
C -2.63074 -2.39637 -0.06602 3.213
C -4.10252 -1.96336 -0.12126 -1.559
C -2.09280 -2.04570 1.28847 -0.646
C -2.41159 -2.68378 2.49522 -0.963
C -1.84527 -1.90827 3.48382 -0.678
N -1.22204 -0.87829 2.90721 -0.069
N -1.35701 -0.95311 1.55953 1.550
B -0.43751 0.27198 3.55689 -0.379
N -1.02368 1.60822 3.06208 -0.194
C -1.52545 2.56576 3.84291 -0.469
C -2.13726 3.49846 3.04366 -1.264
C -1.99113 3.03386 1.72842 -0.090
N -1.28281 1.88610 1.74925 1.071
C -2.77207 3.71249 0.62234 0.590
C -2.22116 3.71018 -0.80732 -1.105
C -4.19976 3.13622 0.63985 -1.588
N 1.02150 0.18564 3.09408 -0.120
C 2.13523 0.02269 3.80766 -0.586
C 3.21346 0.07957 2.94743 -1.174
C 2.66012 0.29298 1.68031 -0.102
N 1.32140 0.34454 1.78162 1.346
C 3.40371 0.45722 0.39773 1.873
C 4.23719 -0.78713 0.08338 -1.549
C 4.28041 1.71167 0.44406 -1.717
H -2.95727 -4.09152 -1.34959 0.407
H -1.46589 -4.20600 -0.41561 0.239
H -3.02946 -4.49345 0.36872 0.369
H -2.06894 -1.83909 -0.80852 -1.595
H -4.68262 -2.50031 0.63661 0.364
H -4.20376 -0.89281 0.05507 0.223
H -4.52749 -2.18111 -1.10457 0.447
H -2.98247 -3.59031 2.61473 0.527
H -1.85220 -2.01133 4.55880 0.479
H -0.50286 0.20794 4.75484 -0.136
H -1.41925 2.51446 4.91533 0.477
H -2.63921 4.40214 3.35081 0.537
H -2.83300 4.74979 0.95478 0.577
H -2.34708 4.69746 -1.25755 0.540
H -1.17123 3.44580 -0.84222 -0.199
H -2.76600 3.00519 -1.42730 0.224
H -4.18221 2.09254 0.32276 0.269
H -4.63906 3.20072 1.63708 0.433
H -4.83282 3.68955 -0.05886 0.400
H 2.08795 -0.13344 4.87546 0.498
H 4.26095 -0.00051 3.19170 0.588
H 2.66227 0.59006 -0.38064 -1.208
H 5.04934 -0.90475 0.80531 0.430
H 3.62426 -1.68994 0.11035 0.275
H 4.67343 -0.70523 -0.91487 0.342
H 5.05001 1.62360 1.21603 0.387
H 4.77302 1.86265 -0.52019 0.404
H 3.67988 2.59847 0.66340 0.344
C 1.23374 4.33260 -0.95465 -2.110
C 1.24192 2.85745 -1.26282 1.216
O 0.64261 2.10676 -0.47005 0.374
C 1.92481 2.45953 -2.45826 -1.041
C 2.01615 1.15754 -2.93568 0.275
C 2.70556 0.82155 -4.23122 -1.742
N 1.48990 0.23632 -2.14095 1.617
N 1.73662 -1.01951 -2.37830 -0.996
C 1.15342 -1.70668 -1.37899 -1.057
O 0.40258 -1.20068 -0.49165 0.915
C 1.44872 -3.15307 -1.28917 0.515
C 2.12072 -3.81590 -2.31510 -0.196
C 2.41260 -5.16510 -2.18958 -0.844
C 2.04236 -5.85709 -1.04261 -0.458
C 1.39123 -5.19445 -0.00946 -0.926
C 1.10014 -3.84435 -0.12867 -0.535
H 0.82017 4.51200 0.03449 0.311
H 0.62688 4.85788 -1.69581 0.397
H 2.24790 4.73324 -1.00645 0.533
H 2.37869 3.25037 -3.04394 0.402
H 3.03279 1.72390 -4.74654 0.527
H 2.02554 0.26499 -4.87863 0.275
H 3.56963 0.18257 -4.03851 0.262
H 2.40192 -3.26336 -3.20167 0.472
H 2.93934 -5.67736 -2.98447 0.421
H 2.25862 -6.91488 -0.95466 0.402
H 1.11309 -5.72879 0.89127 0.409
H 0.61033 -3.30397 0.67313 0.518
Cl -0.94760 1.69655 -3.58528 -0.161
C -2.10595 0.40263 -3.21287 0.074
Cl -1.34330 -1.19722 -3.34342 -0.190
C -2.75574 0.62592 -1.83401 0.183
O -3.96051 0.81963 -1.87869 -0.640
O -2.03731 0.61691 -0.77305 -0.324
H -2.88824 0.44633 -3.95139 0.693
```

Summary:
* highest occupied orbital energy (spin up / spin down): -7.4 / -7.9 eV
* Kohn-Sham gap (spin up / spin down): 7.6 / 6.4 eV
* energy above the lowest of the compared OMol25 structures with the same formula, charge and spin: 19.7 kcal per mole
* spin multiplicity: 4
* total charge: 0
* energy: -3009.16969 Eh


# 3
# C6H8NO

A structure of composition C6H8NO in a non-equilibrium geometry (wB97M-V/def2-TZVPD, the OMol25 dataset).

XYZ file:
```
16
Properties=species:S:1:pos:R:3:mulliken_charge:R:1
C -1.54186 -1.08510 -0.27101 -0.299
C -1.76573 0.28039 0.09502 -0.412
C -0.34315 -1.65108 -0.11095 -0.515
C -0.81887 1.21224 0.07496 -0.123
C 1.38978 1.86573 -0.19933 -0.225
C 0.85385 -0.85489 0.33808 0.245
N 0.48823 0.93033 -0.09145 -0.028
O 2.08866 -1.21445 -0.05708 -0.403
H -2.34941 -1.82803 -0.34314 0.350
H -2.81360 0.71415 0.38352 0.298
H -0.08734 -2.65457 -0.24170 0.446
H -1.21310 2.20073 -0.01405 0.329
H 2.37543 1.72925 -0.04236 0.331
H 1.03780 2.89286 -0.12201 0.240
H 0.74052 -0.68813 1.35152 0.401
H 1.95879 -1.84941 -0.75001 0.364
```

Summary:
* highest occupied orbital energy: -13.6 eV
* Kohn-Sham gap: 8.3 eV
* energy above the lowest of the compared OMol25 structures with the same formula, charge and spin: 25.4 kcal per mole
* spin multiplicity: 1
* total charge: +1
* energy: -363.05676 Eh


# 4
# C12H36CaFO6

A structure of composition C12H36CaFO6 in a non-equilibrium geometry (wB97M-V/def2-TZVPD, the OMol25 dataset).

XYZ file:
```
56
Properties=species:S:1:pos:R:3:mulliken_charge:R:1
Ca 6.99076 -2.72775 -7.20824 0.320
F 8.02521 -1.26133 -5.71326 -1.305
C 8.40930 3.61995 -5.38304 -1.512
C 8.70749 2.17676 -5.67373 0.900
O 7.51058 1.47404 -5.57080 -0.552
H 7.81671 3.68517 -4.47052 0.328
H 7.84170 4.18003 -6.12617 0.349
H 9.31775 4.21230 -5.27378 0.377
H 9.37039 1.71851 -4.93979 -0.002
H 9.05725 1.95539 -6.68208 -0.116
H 7.75420 0.54722 -5.62776 0.165
C 12.20061 -1.00555 -3.07303 -1.587
C 10.68916 -1.11057 -3.45044 0.684
O 10.68433 -0.97974 -4.86160 -0.562
H 12.82617 -1.72741 -3.59809 0.329
H 12.45394 -0.99541 -2.01292 0.410
H 12.51354 0.01608 -3.28855 0.343
H 10.08630 -0.34089 -2.96852 0.101
H 10.20599 -2.05939 -3.21724 -0.029
H 9.78682 -1.02821 -5.19884 0.173
C 9.76720 -0.04832 -8.67760 -0.785
C 8.25702 0.01922 -8.95161 -0.178
O 7.74272 -1.32715 -9.02769 -0.043
H 10.20614 -0.73747 -9.39906 0.370
H 10.04759 -0.27459 -7.64887 0.040
H 10.18082 0.93859 -8.88502 0.355
H 8.00988 0.56115 -9.86448 0.395
H 7.78129 0.48872 -8.09060 0.131
H 7.90417 -1.58304 -9.93876 0.193
C 7.87246 -1.13560 -1.25022 -1.300
C 7.16697 -0.76383 -2.51728 0.175
O 6.99243 -1.94045 -3.29210 -0.640
H 8.76820 -1.73846 -1.39958 0.252
H 7.15679 -1.70113 -0.65349 0.362
H 8.22972 -0.33981 -0.59663 0.377
H 7.82265 -0.03847 -2.99897 -0.067
H 6.15449 -0.38002 -2.39201 0.362
H 7.38507 -1.73422 -4.14351 0.278
C 4.10885 -4.74098 -4.74273 -0.944
C 4.09651 -3.26697 -5.24386 -0.410
O 5.41243 -2.85424 -5.45061 0.191
H 4.32164 -5.44597 -5.54636 0.211
H 3.08729 -4.92507 -4.41015 0.387
H 4.79022 -4.99561 -3.93094 0.270
H 3.66297 -2.52188 -4.57680 0.299
H 3.61206 -3.18294 -6.21667 0.318
H 5.74052 -2.64658 -4.57263 0.192
C 9.56268 -5.73880 -4.89712 -1.335
C 8.61650 -4.59989 -4.61795 0.201
O 7.62633 -4.51514 -5.62188 0.075
H 10.19518 -5.96515 -4.03874 0.373
H 10.17935 -5.53304 -5.77203 0.285
H 8.97057 -6.63893 -5.06226 0.420
H 9.23480 -3.70968 -4.50245 -0.023
H 8.10204 -4.66103 -3.65894 0.259
H 7.20862 -5.36455 -5.78195 0.143
```

Summary:
* highest occupied orbital energy (spin up / spin down): -3.9 / -9.5 eV
* Kohn-Sham gap (spin up / spin down): 4.5 / 9.9 eV
* energy above the lowest of the compared OMol25 structures with the same formula, charge and spin: 0.0 kcal per mole
* spin multiplicity: 2
* total charge: 0
* energy: -1707.70867 Eh


# 5
# C17H34N

A structure of composition C17H34N in a non-equilibrium geometry (wB97M-V/def2-TZVPD, the OMol25 dataset).

XYZ file:
```
52
Properties=species:S:1:pos:R:3:mulliken_charge:R:1
C 4.32463 -3.57162 -1.54254 -0.142
C 3.69507 -2.51013 -1.25748 -0.205
C 2.93454 -1.36938 -0.83633 -0.817
H 2.22517 -1.19977 -1.48654 0.546
H 3.89198 -0.45200 -1.09587 0.357
N 2.76949 -1.47865 0.65374 0.212
C 2.18151 -0.19886 1.13184 -1.053
H 2.71690 0.55146 0.76942 0.605
H 1.67783 -0.34361 1.91634 0.600
H 1.17799 0.02899 0.30983 0.089
C 3.74424 -1.86552 1.50520 -1.336
H 4.54507 -1.02169 1.23478 0.482
H 3.67705 -1.60119 2.38034 0.586
H 4.27557 -2.66219 1.24743 0.494
C 1.75778 -2.67310 0.68601 -0.402
C 0.45087 -2.60018 0.26335 -0.326
H 0.50304 -1.80695 -0.71051 -0.441
H 0.18688 -3.56658 -0.13431 0.440
C -0.90309 -2.11422 1.01698 0.387
C -2.13537 -2.25697 0.53309 -1.518
C -2.28847 -1.37805 -0.91990 -1.032
C -2.02405 0.01725 -0.46614 1.140
C -3.01463 0.73322 0.48403 -0.563
C -2.65061 2.23945 0.76345 -1.002
C -3.20669 2.99743 -0.85809 -1.606
C -3.11025 4.68605 -0.38054 -1.336
C -1.53307 5.33281 -0.02463 -0.403
C -0.76965 4.93920 -1.11626 -0.912
H -0.31137 3.94209 -1.15001 0.210
H 0.31270 5.58548 -0.76673 0.267
H -1.07500 5.37042 -2.07603 0.286
H -1.74859 6.25331 0.06531 0.516
H -1.35829 4.74226 0.94505 0.193
H -3.62514 4.93189 0.40490 0.584
H -3.32483 5.17141 -1.26793 0.601
H -2.59087 2.80475 -1.42156 0.899
H -4.11662 2.85922 -1.09525 0.630
H -1.60264 2.46261 1.06763 0.269
H -3.25162 2.62076 1.46803 0.629
H -3.99392 0.49742 0.24601 0.371
H -2.76792 0.44540 1.52996 0.293
H -0.94089 0.18743 -0.11231 -0.935
H -2.10276 0.60552 -1.56546 0.114
H -1.54913 -1.65263 -1.63015 0.350
H -3.33293 -1.57734 -1.21878 0.459
H -2.36465 -3.09441 0.10175 0.554
H -2.84975 -1.81128 1.18154 0.361
H -0.56612 -0.89329 1.42612 -0.079
H -0.84907 -2.80478 1.86383 0.363
H 2.32492 -3.67631 0.50401 0.532
H 1.54714 -2.79967 1.84743 0.304
H 4.79827 -4.49140 -2.01660 0.387
```

Summary:
* highest occupied orbital energy: -11.0 eV
* Kohn-Sham gap: 8.4 eV
* energy above the lowest of the compared OMol25 structures with the same formula, charge and spin: 401.0 kcal per mole
* spin multiplicity: 1
* total charge: +1
* energy: -721.96637 Eh


# 6
# C2H8N4O2Rb

A structure of composition C2H8N4O2Rb in a non-equilibrium geometry (wB97M-V/def2-TZVPD, the OMol25 dataset).

XYZ file:
```
17
Properties=species:S:1:pos:R:3:mulliken_charge:R:1
Rb -0.41731 0.37596 -0.05725 0.968
C -2.36820 -2.92508 1.30731 0.533
O -2.02207 -1.91144 0.65269 -0.606
N -3.01876 -3.97347 0.82462 -0.341
N -1.84519 -3.18512 2.52551 -0.407
H -3.56943 -3.89598 -0.01849 0.243
H -3.17380 -4.70449 1.50410 0.178
H -1.35807 -2.48313 3.06406 0.211
H -2.38288 -3.84918 3.06404 0.197
C 2.04705 3.16465 -1.50846 0.693
O 1.01032 2.54556 -1.29366 -0.670
N 2.29365 4.42533 -1.55874 -0.362
N 3.04900 2.44077 -1.75273 -0.369
H 3.16748 4.67525 -1.99927 0.178
H 1.70096 5.11356 -1.11697 0.230
H 2.90100 1.44634 -1.65632 0.176
H 3.98625 2.74045 -1.98046 0.149
```

Summary:
* highest occupied orbital energy: -13.2 eV
* Kohn-Sham gap: 10.3 eV
* energy above the lowest of the compared OMol25 structures with the same formula, charge and spin: 25.7 kcal per mole
* spin multiplicity: 1
* total charge: +1
* energy: -474.49250 Eh


Copy entry 6 word for word.
# C2H8N4O2Rb

A structure of composition C2H8N4O2Rb in a non-equilibrium geometry (wB97M-V/def2-TZVPD, the OMol25 dataset).

XYZ file:
```
17
Properties=species:S:1:pos:R:3:mulliken_charge:R:1
Rb -0.41731 0.37596 -0.05725 0.968
C -2.36820 -2.92508 1.30731 0.533
O -2.02207 -1.91144 0.65269 -0.606
N -3.01876 -3.97347 0.82462 -0.341
N -1.84519 -3.18512 2.52551 -0.407
H -3.56943 -3.89598 -0.01849 0.243
H -3.17380 -4.70449 1.50410 0.178
H -1.35807 -2.48313 3.06406 0.211
H -2.38288 -3.84918 3.06404 0.197
C 2.04705 3.16465 -1.50846 0.693
O 1.01032 2.54556 -1.29366 -0.670
N 2.29365 4.42533 -1.55874 -0.362
N 3.04900 2.44077 -1.75273 -0.369
H 3.16748 4.67525 -1.99927 0.178
H 1.70096 5.11356 -1.11697 0.230
H 2.90100 1.44634 -1.65632 0.176
H 3.98625 2.74045 -1.98046 0.149
```

Summary:
* highest occupied orbital energy: -13.2 eV
* Kohn-Sham gap: 10.3 eV
* energy above the lowest of the compared OMol25 structures with the same formula, charge and spin: 25.7 kcal per mole
* spin multiplicity: 1
* total charge: +1
* energy: -474.49250 Eh


Among the records above, which one has the highest spin multiplicity? C32H41BCl2N8O4Tc